Entry 1
21
Properties=species:S:1:pos:R:3:nbo_charge:R:1 method="wB97M-V/def2-TZVPD" orbital_gap_ev=11.20 homo_energy_ev=-11.36
H 26.02385 12.32383 20.42358 0.47
O 24.46640 16.15846 19.62611 -0.94
H 24.23541 12.23428 24.90163 0.47
O 29.83012 16.05521 18.38626 -0.94
O 24.78533 9.74418 16.78447 -0.94
H 25.55559 9.24585 17.05756 0.47
H 21.89856 6.53844 17.32344 0.46
H 24.85384 11.49446 19.93872 0.47
H 24.69467 15.36048 20.10293 0.47
H 29.53954 16.36083 17.52697 0.46
O 24.74627 12.79625 25.48425 -0.94
H 24.45696 15.89397 18.70623 0.46
O 25.13438 12.05955 20.65857 -0.95
H 29.25219 11.87121 19.26422 0.48
H 25.05036 10.16723 15.96775 0.47
O 28.64386 12.41694 18.76588 -0.95
H 25.13228 13.45391 24.90571 0.47
H 29.37073 15.22518 18.51373 0.47
H 28.94146 12.34168 17.85923 0.47
H 22.40786 7.96395 17.30248 0.47
O 21.63365 7.43968 17.50736 -0.94



Entry 2
21
Properties=species:S:1:pos:R:3:nbo_charge:R:1 method="wB97M-V/def2-TZVPD" orbital_gap_ev=10.28 homo_energy_ev=-10.81
H 0.94927 0.85082 2.74227 0.49
O 2.61546 -1.45160 -2.65734 -0.95
H -2.67533 -0.65807 -0.80127 0.49
H 2.23758 -2.28017 -2.34076 0.47
H -2.95422 -1.80114 -1.78114 0.46
O 1.80535 0.69303 -0.77242 -0.96
O 0.66837 1.17607 1.87847 -0.96
H -0.57837 -1.77222 0.95565 0.49
H -0.69311 0.40691 0.80466 0.50
H 2.25593 -0.77505 -2.06781 0.47
O -3.28140 -0.93856 -1.50670 -0.96
H 0.37810 -2.47719 1.94742 0.46
H 1.48357 1.31355 1.38944 0.48
O -1.78618 3.13792 0.97313 -0.93
H 2.68357 0.49610 -0.41505 0.49
H -2.55056 2.58828 1.17929 0.47
H 1.75068 1.65932 -0.77386 0.49
O -0.95416 -0.13565 0.03584 -0.99
H -0.25944 0.01914 -0.62087 0.50
H -1.08743 2.51332 0.76101 0.46
O -0.00769 -2.56479 1.07006 -0.96



Q: Which of them is the most stable? A: entry 2.



Entry 1
27
Properties=species:S:1:pos:R:3:nbo_charge:R:1 method="wB97M-V/def2-TZVPD" orbital_gap_ev=10.83 homo_energy_ev=-10.76
O -1.40218 -0.13150 1.83981 -0.97
O 3.29244 1.36218 0.32114 -1.00
H -1.63977 -0.72914 2.57888 0.48
H 3.53943 -0.69181 -0.19157 0.50
H 2.76009 -1.11793 -1.47476 0.49
H -0.79014 3.05006 -1.40110 0.50
H -0.87104 1.38979 -1.76802 0.53
O 0.23025 -0.28221 -1.25444 -1.01
H 3.00937 2.24303 -0.05751 0.47
H -2.25135 -2.24991 -1.49355 0.49
H 0.66729 0.56857 1.54272 0.50
H -1.01828 -0.77707 1.27386 0.49
H -0.36619 -1.03583 -1.38339 0.48
O 3.08318 -1.38844 -0.59050 -0.98
H 2.36040 1.15464 0.74361 0.49
H 0.50027 -0.16462 -0.26524 0.51
H 0.05288 1.71114 0.62005 0.51
O 0.56031 -1.95455 0.87941 -1.01
H 1.44445 -2.06854 0.56992 0.51
H -2.85651 0.86712 0.96557 0.50
O -3.14640 0.67368 -0.00687 -1.00
O -1.93184 -1.99735 -0.55616 -0.99
H -2.28831 -1.08953 -0.46872 0.52
O 0.79823 1.49353 1.14324 -0.97
H -2.58078 1.26974 -0.49239 0.49
H -0.02693 -2.23599 0.03465 0.50
O -1.12888 2.13095 -1.10863 -1.02



Entry 2
27
Properties=species:S:1:pos:R:3:nbo_charge:R:1 method="wB97M-V/def2-TZVPD" orbital_gap_ev=10.72 homo_energy_ev=-10.79
O 1.59816 -1.77423 1.97213 -0.97
O -0.23704 -0.56986 0.25398 -1.01
H 2.20809 -1.07862 2.23123 0.46
O -1.95194 -1.92189 -1.36935 -0.95
H -1.74540 0.53920 -2.18781 0.48
H -1.85788 -0.37543 -3.40584 0.46
H -0.99530 -1.04125 -0.14618 0.51
O -1.08048 2.08489 -0.94714 -0.99
H -1.82669 2.31156 -0.38134 0.48
H 1.54200 4.24728 0.39898 0.48
O 1.04911 3.62074 -0.13945 -0.98
H -1.51467 -4.53000 1.76471 0.47
H 1.09747 2.76654 0.32916 0.49
H -2.85402 -2.22395 -1.20063 0.49
H 2.74634 1.10162 0.05433 0.48
O 3.49718 0.69810 -0.41652 -0.95
O -2.05834 -3.75104 1.60318 -0.93
H 0.97432 -1.34864 1.34211 0.49
O -2.05349 0.51567 -3.10348 -0.94
H -0.48424 2.85631 -0.88824 0.51
H -0.12990 0.22183 -0.29956 0.50
H 0.82756 0.66247 1.62551 0.51
H 3.90088 0.10711 0.22440 0.46
H -1.47855 -2.70548 -1.67904 0.49
H -2.12036 -3.69046 0.64624 0.45
O 1.54040 1.31511 1.50701 -0.98
H 1.40680 1.96242 2.21163 0.49



Q: Which of them is the most stable? A: entry 2.



Entry 1
27
Properties=species:S:1:pos:R:3:nbo_charge:R:1 method="wB97M-V/def2-TZVPD" orbital_gap_ev=11.30 homo_energy_ev=-11.26
H 8.62000 -5.96000 -17.35200 0.46
H 4.13500 -10.27100 -17.85300 0.46
H 4.09000 -8.76500 -17.85700 0.46
H 8.06800 -8.01500 -16.29800 0.47
H 9.99200 -5.91400 -17.53200 0.46
H 5.66200 -11.35100 -20.91700 0.45
H 5.12100 -6.23700 -18.74000 0.48
O 7.53800 -5.90200 -20.47300 -0.96
H 5.92600 -10.88300 -16.82100 0.48
H 7.14100 -9.87900 -17.15800 0.50
O 6.73300 -7.93100 -18.12600 -1.00
O 7.78700 -8.52400 -15.57000 -0.94
O 6.92400 -8.49900 -21.59100 -0.95
O 6.68200 -10.67200 -17.43000 -0.98
H 7.37700 -6.75400 -20.83800 0.48
H 6.97200 -8.06300 -15.30200 0.47
H 5.62700 -5.98400 -20.19000 0.50
O 5.12500 -11.42400 -20.15500 -0.92
H 8.41500 -5.98900 -20.21400 0.49
H 6.11000 -8.45600 -21.10100 0.48
O 3.94500 -9.51400 -18.38500 -0.92
O 9.21200 -5.57000 -17.95000 -0.92
O 5.02600 -6.53100 -19.65000 -0.97
H 6.33500 -8.76800 -18.23800 0.48
H 5.88600 -11.30000 -19.54500 0.47
H 6.56600 -7.54400 -18.96100 0.49
H 6.97800 -9.45400 -21.69500 0.48



Entry 2
27
Properties=species:S:1:pos:R:3:nbo_charge:R:1 method="wB97M-V/def2-TZVPD" orbital_gap_ev=9.19 homo_energy_ev=-9.03
H -3.62654 1.95991 0.24131 0.48
H -4.14711 -1.01770 -3.45176 0.47
H -1.63685 3.92653 0.41135 0.47
H 4.24984 0.72218 -1.08516 0.47
H -0.66690 2.76096 0.51466 0.48
O -1.03687 3.38805 -0.11690 -0.95
O 3.85323 0.70204 3.11792 -0.94
H -1.21945 -2.41027 0.00993 0.46
O 0.14008 -0.27597 0.01124 -0.93
H 0.18858 -2.68394 -0.49267 0.46
H 0.04238 -0.74372 -0.82581 0.47
H -4.30968 3.31689 0.28556 0.47
H 3.64412 0.54916 4.04630 0.47
O -3.99945 -1.10749 -2.50354 -0.94
H 4.63351 1.74359 -2.14326 0.47
H 3.76253 -1.35384 -2.03464 0.48
H 2.58142 -1.75384 -2.90355 0.47
O -0.29727 -2.18019 0.17004 -0.93
O 2.79966 -1.32612 -2.06784 -0.95
H -1.57581 -2.16430 2.36549 0.48
O -1.82188 -2.48284 3.24126 -0.94
H -2.00882 -3.41871 3.10643 0.46
H 1.09380 -0.19535 0.12490 0.46
H 3.06866 1.14061 2.76995 0.47
O 5.01441 1.10491 -1.53007 -0.94
H -4.84509 -0.86394 -2.11040 0.47
O -3.88052 2.66339 0.84925 -0.94



Entry 3
27
Properties=species:S:1:pos:R:3:nbo_charge:R:1 method="wB97M-V/def2-TZVPD" orbital_gap_ev=10.39 homo_energy_ev=-10.72
H -1.88140 3.82274 -0.12396 0.48
H -0.44654 -2.88238 -2.11254 0.48
O 2.36567 -3.13985 0.95081 -0.95
O 1.00285 2.57292 -2.17540 -0.95
H -0.73048 1.24435 2.36085 0.49
H 1.82021 2.99359 -1.90858 0.47
O -0.12338 -2.37530 2.15948 -0.95
H 0.27978 -1.02405 -0.56843 0.49
H -0.28051 -2.25351 1.22315 0.48
H 1.61195 -3.16256 1.54039 0.49
O -2.75225 0.00575 0.11305 -0.95
H -0.28787 -1.51448 2.54440 0.47
H 0.39597 2.75012 -1.45669 0.48
H 2.75246 -0.18133 -0.62748 0.48
O 0.56761 -0.25715 -0.07321 -0.97
H -1.83977 -2.83606 -1.52206 0.48
O 3.51098 0.29227 -0.96892 -0.94
H -0.01580 0.44587 -0.35894 0.48
H -0.96881 2.65987 0.20289 0.48
O -1.08273 1.72616 1.61250 -0.98
H 3.62258 1.03046 -0.36988 0.46
H -3.66067 0.25694 0.28011 0.49
H -2.62632 0.16842 -0.82178 0.49
H -1.64984 1.09662 1.16717 0.49
O -0.92689 -2.62586 -1.32534 -0.96
O -1.04339 3.42740 -0.36417 -0.98
H 2.38661 -2.24093 0.62257 0.46



Q: Which of them is the most stable? A: entry 3.



Entry 1
7
Properties=species:S:1:pos:R:3:nbo_charge:R:1 method="wB97M-V/def2-TZVPD" orbital_gap_ev=12.01 homo_energy_ev=-11.51
O -0.06436 -0.02198 -1.56372 -0.70
N -0.36708 0.62520 1.80076 -0.30
C 0.38877 -0.58958 -0.39119 -0.16
H -0.01214 -1.66546 -0.38619 0.23
C -0.15899 0.10678 0.78304 0.24
H 1.51421 -0.56737 -0.33185 0.21
H 0.20366 0.92901 -1.72863 0.49



Entry 2
7
Properties=species:S:1:pos:R:3:nbo_charge:R:1 method="wB97M-V/def2-TZVPD" orbital_gap_ev=8.72 homo_energy_ev=-8.39
H 1.88870 1.39787 0.39778 0.51
C -0.41961 -0.80494 0.03377 -0.06
C 0.73095 -0.05179 0.01541 0.27
H -0.39259 -1.86653 0.26556 0.20
O 1.05189 1.00500 0.70334 -0.62
H -1.47075 0.66857 -0.70382 0.33
N -1.38859 -0.34819 -0.71203 -0.63



Q: Which of them is the most stable? A: entry 1.